{"formula": "C9H15N", "method": "ωB97M-V/def2-TZVPD", "smiles": "CN1CC[C@H]2CC=C[C@H]1C2", "homo_ev": -8.1, "relative_energy_kcal_mol": 108.8, "gap_ev": 9.2, "fmax_ev_per_a": 4.51, "e_tot_ev": -11061.74560, "symbols": ["C", "N", "C", "C", "C", "C", "C", "C", "C", "C", "H", "H", "H", "H", "H", "H", "H", "H", "H", "H", "H", "H", "H", "H", "H"], "xyz": [[2.4906, -1.1070, 0.1010], [1.3811, -0.4481, -0.5463], [1.4538, 0.9958, -0.3913], [0.0635, 1.6582, -0.5037], [-0.9694, 1.0352, 0.5481], [-2.2455, 0.3625, -0.2579], [-2.1195, -1.1447, -0.2993], [-0.9826, -1.7844, -0.3532], [0.0139, -0.6980, -0.1422], [-0.2675, -0.0656, 1.2467], [2.4416, -2.1740, 0.3033], [2.6649, -0.7664, 1.1626], [3.4656, -0.9115, -0.4601], [2.2168, 1.4251, -1.1516], [1.8744, 1.2255, 0.5811], [-0.2805, 1.6618, -1.6200], [0.2553, 2.7048, -0.1954], [-1.3619, 1.9658, 1.0967], [-3.1543, 0.5217, 0.3369], [-2.3095, 0.7824, -1.2612], [-2.9467, -1.8049, -0.5481], [-0.9184, -2.8178, -0.5018], [-0.4048, -0.1636, -0.9239], [-0.9765, -0.6189, 1.8170], [0.6156, 0.1663, 1.9627]], "forces_ev_per_a": [[1.694, 0.511, 0.951], [0.447, -1.469, -0.285], [1.383, 0.922, -1.675], [0.293, 1.084, -0.606], [-2.035, 3.832, -1.240], [0.752, -0.221, 2.249], [-2.285, -1.088, -1.706], [1.422, 0.469, 0.476], [2.795, -2.944, 1.075], [0.796, 0.579, 0.472], [-0.627, -0.290, -0.905], [-0.092, 0.396, -0.644], [-1.302, -0.191, 0.635], [-1.274, -0.504, 1.042], [0.115, 0.253, 0.458], [0.343, 0.013, 2.046], [-0.275, -0.259, -0.461], [0.326, -1.522, -0.102], [0.054, 0.583, -0.414], [-0.223, 0.072, 0.077], [-0.734, 0.613, 0.472], [0.370, -1.371, -0.021], [-0.345, 1.325, -0.719], [-0.324, -0.672, 0.479], [-1.273, -0.119, -1.655]]}

=====

{"formula": "C22H25IrN2O4", "method": "ωB97M-V/def2-TZVPD", "homo_ev": [-7.4, -8.0], "relative_energy_kcal_mol": 12.3, "gap_ev": [7.8, 7.0], "fmax_ev_per_a": 1.98, "multiplicity": 5, "e_tot_ev": -37224.73433, "symbols": ["Ir", "C", "O", "C", "C", "C", "C", "C", "C", "O", "C", "O", "C", "H", "H", "H", "H", "H", "H", "H", "H", "H", "O", "C", "C", "C", "C", "C", "C", "C", "N", "C", "C", "N", "H", "H", "H", "H", "H", "H", "H", "C", "C", "C", "C", "H", "H", "H", "H", "H", "H", "H", "H", "H"], "xyz": [[0.3683, -0.4531, -0.1361], [-5.2745, 3.2518, -1.4982], [-4.2487, 4.2223, -1.3282], [-2.9772, 3.7260, -1.0867], [-2.1070, 4.7050, -0.5894], [-0.8362, 4.3722, -0.1940], [-0.4013, 3.0343, -0.2367], [0.7836, 2.6881, 0.4838], [1.7926, 3.7638, 0.8634], [1.1116, 1.5416, 0.8309], [-1.2082, 2.0737, -0.9167], [-0.8224, 0.8619, -1.2669], [-2.5082, 2.4168, -1.3103], [-6.1550, 3.8621, -1.6960], [-5.3560, 2.6528, -0.5591], [-5.0606, 2.5756, -2.3246], [-2.4405, 5.7336, -0.4701], [-0.2122, 5.1445, 0.1759], [1.4331, 4.7437, 1.1048], [2.4387, 3.8994, 0.0067], [2.4090, 3.3685, 1.6674], [-3.1703, 1.6426, -1.7007], [2.2248, -0.2098, -0.8305], [3.3105, -0.8472, -0.4763], [4.4013, -0.1216, 0.0455], [5.6432, -0.6777, 0.3174], [5.8697, -2.0415, 0.1212], [4.7697, -2.7717, -0.2801], [3.4959, -2.2284, -0.5582], [2.3440, -3.1097, -0.8599], [1.1290, -2.7017, -1.1526], [0.4014, -3.8735, -1.3731], [1.1906, -4.9416, -1.1981], [2.4347, -4.4756, -0.8664], [4.2109, 0.9544, 0.1630], [6.4621, -0.0929, 0.7295], [6.8240, -2.5046, 0.3284], [4.8876, -3.8429, -0.3712], [-0.6359, -3.8964, -1.6434], [1.0046, -6.0019, -1.3161], [3.2258, -4.9907, -0.5733], [-2.9876, -2.6678, 1.9886], [-2.0530, -1.5100, 1.8022], [-2.8362, -0.2761, 1.3444], [-0.8977, -1.8933, 0.8680], [-3.8333, -2.3625, 2.6544], [-2.4941, -3.5421, 2.3944], [-3.3626, -2.9878, 1.0119], [-1.5843, -1.3195, 2.7722], [-3.1829, -0.3601, 0.2967], [-2.2717, 0.6496, 1.3380], [-3.6881, -0.1254, 2.0315], [-1.3633, -2.5152, 0.0816], [-0.1977, -2.5418, 1.3913]], "forces_ev_per_a": [[-0.646, -0.659, 0.222], [0.219, 0.001, 0.708], [1.261, -1.022, 0.009], [-0.280, 0.006, -0.181], [0.428, 0.560, 0.149], [-1.205, -0.701, -0.473], [-0.092, -0.082, -0.324], [0.973, 0.141, 0.297], [0.180, -0.677, 0.054], [-0.486, 0.016, -0.133], [0.087, -0.718, -0.201], [0.125, 0.302, 0.452], [-1.437, 1.336, 0.287], [-0.140, -0.441, 0.070], [-0.236, 0.382, -0.660], [-0.099, 0.052, -0.157], [-0.135, -0.278, -0.163], [0.408, 0.419, 0.382], [-0.401, 0.289, 0.279], [0.249, -0.057, -0.397], [-0.053, 0.071, 0.067], [0.414, 0.200, 0.011], [-0.287, 0.374, -0.050], [1.352, -0.245, 0.547], [0.142, 0.994, -0.255], [0.018, 0.020, 0.167], [-0.959, 0.370, -0.049], [-0.395, -0.498, -0.138], [-0.060, -0.866, 0.113], [1.091, 0.440, 0.110], [-0.426, -0.922, -0.189], [-0.096, 0.794, -0.002], [0.250, -1.379, -0.035], [-0.700, 1.361, -0.240], [0.265, -0.473, 0.067], [-0.279, 0.237, -0.169], [-0.052, -0.005, -0.041], [0.060, -0.135, -0.068], [-0.134, 0.256, -0.056], [-0.063, 0.261, 0.089], [0.515, -0.485, 0.090], [-0.956, -0.171, 0.133], [0.983, 0.898, 0.045], [-0.379, -0.028, -0.040], [-0.218, 0.247, -0.430], [0.529, -0.474, -0.545], [0.169, -0.135, 0.330], [-0.343, 0.114, 0.049], [-0.178, 0.371, 0.113], [-0.105, -0.299, 0.469], [0.439, 0.117, 0.245], [0.139, 0.012, -0.475], [0.433, 0.299, -0.146], [0.112, -0.190, 0.063]]}

=====

{"formula": "C2HBrF4O2S", "method": "ωB97M-V/def2-TZVPD", "homo_ev": -10.7, "relative_energy_kcal_mol": 112.3, "gap_ev": 7.8, "fmax_ev_per_a": 3.42, "e_tot_ev": -97926.19532, "symbols": ["C", "C", "O", "O", "F", "F", "F", "F", "S", "Br", "H"], "xyz": [[1.3924, -0.4399, 0.5910], [-1.5328, 0.5700, -0.4331], [0.5646, 2.1289, -0.2321], [0.6908, -1.0946, -0.2589], [1.3734, -0.8278, 1.8884], [-1.2676, 0.3733, -1.7521], [-2.3253, 1.7174, -0.3638], [1.2445, -2.6140, -0.7373], [0.0113, 1.1469, 0.6823], [-2.4834, -0.8725, 0.1665], [2.3320, -0.0879, 0.4491]], "forces_ev_per_a": [[-2.947, -0.975, 1.424], [-0.249, 1.529, -1.129], [0.353, 0.683, 0.361], [-0.481, -1.462, -0.869], [-0.295, -0.593, 0.321], [0.559, 0.690, 1.422], [1.174, -1.088, 0.044], [0.003, 1.780, 0.768], [-0.228, -0.631, -2.052], [-0.741, -1.277, 0.968], [2.853, 1.345, -1.258]]}

=====

{"formula": "C5H8N", "method": "ωB97M-V/def2-TZVPD", "smiles": "C=C=[N+]=C(C)C", "homo_ev": -14.7, "relative_energy_kcal_mol": 85.1, "gap_ev": 9.2, "fmax_ev_per_a": 8.38, "total_charge": 1, "e_tot_ev": -6794.39923, "symbols": ["C", "C", "N", "C", "C", "C", "H", "H", "H", "H", "H", "H", "H", "H"], "xyz": [[-3.3825, -0.1333, -0.3967], [-2.0454, 0.2829, -0.1030], [-0.8262, 0.5936, 0.1074], [0.3777, 0.1976, 0.1280], [0.7934, -1.1704, -0.1492], [1.4846, 1.1272, 0.4240], [-3.3534, -1.3061, -0.5292], [-4.2042, 0.3907, -0.0788], [1.0506, -1.3719, -1.1640], [-0.1255, -1.8776, 0.1048], [1.6687, -1.2217, 0.4924], [1.6477, 1.0428, 1.5668], [1.1823, 2.0793, 0.1307], [2.4776, 0.7732, 0.0703]], "forces_ev_per_a": [[8.049, -2.023, 1.156], [-2.003, -0.913, -0.439], [-4.849, -1.098, -1.107], [1.486, 0.699, -0.680], [-2.745, -1.768, 1.574], [0.861, -1.629, 2.396], [-0.347, 2.537, -0.020], [-1.901, 1.368, 0.289], [0.351, 0.183, -0.869], [2.292, 1.055, -0.261], [0.056, -1.174, -0.026], [-0.466, 0.532, -1.445], [0.123, 1.867, -0.215], [-0.907, 0.363, -0.353]]}